# 1
Formula: C14H16N6OTl
Source: OMol25
Level of theory: wB97M-V/def2-TZVPD

* total charge: +1
* max |F|: 0.22 eV/Å
* HOMO level: -11.205 eV
* LUMO energy: -2.02 eV
* Kohn-Sham gap: 9.182 eV

Last column: Mulliken charge in e.
Atoms and positions in Å:
Tl1 -0.81267 0.63082 0.72542  0.87
N1 0.39870 3.83248 -2.74489  -0.10
C1 -0.88830 4.28077 -2.90347  -0.28
C2 -1.66957 3.38315 -2.23867  -0.61
N2 -0.89057 2.40070 -1.68278  -0.28
C3 0.34831 2.69562 -2.00274  0.10
C4 1.48783 1.88444 -1.60169  0.37
N3 1.43877 0.94110 -0.68454  -0.10
C5 2.69124 0.37959 -0.64068  -0.38
C6 3.50797 0.99317 -1.53820  -0.67
N4 2.72730 1.94651 -2.14611  -0.09
H1 1.21628 4.30888 -3.08337  0.19
H2 -1.12382 5.17645 -3.45205  0.42
H3 -2.74157 3.38365 -2.13002  0.42
H4 2.93063 -0.41658 0.04534  0.45
H5 4.54064 0.83842 -1.79755  0.41
H6 3.03389 2.55669 -2.88342  0.19
C7 -0.39064 -1.61678 4.65765  -1.14
C8 0.06695 -1.62373 3.22415  0.68
O1 0.54696 -0.62579 2.68888  -0.68
N5 -0.05051 -2.80218 2.57014  -0.06
C9 0.42915 -3.01191 1.21248  -0.76
C10 -0.68710 -3.08759 0.19591  0.68
C11 -1.24016 -4.30658 -0.16820  -0.67
C12 -2.26691 -4.33290 -1.09885  -0.29
C13 -2.70279 -3.13872 -1.64694  -0.82
C14 -2.09483 -1.96724 -1.23042  0.00
N6 -1.11291 -1.93383 -0.32768  -0.05
H7 -0.78209 -0.63284 4.90236  0.31
H8 0.47187 -1.80053 5.29975  0.29
H9 -1.14470 -2.37689 4.85712  0.38
H10 -0.48056 -3.57598 3.04731  0.24
H11 1.01700 -3.92828 1.18406  0.49
H12 1.07450 -2.17201 0.97052  -0.10
H13 -0.86302 -5.22508 0.26517  0.38
H14 -2.71524 -5.27237 -1.39486  0.41
H15 -3.49226 -3.11123 -2.38512  0.40
H16 -2.40218 -1.00771 -1.63581  0.39

***

# 2
Formula: C3H7NO2
Source: OMol25
Level of theory: wB97M-V/def2-TZVPD

* max |F|: 2.60 eV/Å
* HOMO level: -9.267 eV
* LUMO energy: 0.76 eV
* SMILES: CNCC(=O)O
* ΔE to the lowest compared entry with this formula, charge and spin: 29.2 kcal/mol
* Kohn-Sham gap: 10.028 eV

Last column: Mulliken charge in e.
Atoms and positions in Å:
C1 1.74819 0.44477 0.44065  -0.68
C2 -0.30145 -0.85289 -0.25476  -0.52
C3 -1.35813 0.22922 -0.17114  0.61
H1 2.40986 -0.30175 1.08455  0.22
H2 0.97818 1.03098 0.97810  0.28
H3 2.53453 1.18468 -0.02462  0.28
H4 0.89897 0.18296 -1.44228  0.27
H5 -0.30856 -1.37007 0.74050  0.29
H6 -0.62454 -1.58613 -1.02027  0.31
H7 -3.17675 0.37817 0.44102  0.33
N1 1.03279 -0.37896 -0.62011  -0.41
O1 -2.55883 -0.35074 0.27037  -0.46
O2 -1.27426 1.38976 -0.42200  -0.52

***

# 3
Formula: C21H35Br2F2N3O10P2S2
Source: OMol25
Level of theory: wB97M-V/def2-TZVPD

* max |F|: 10.46 eV/Å
* HOMO level: -8.691 eV
* LUMO energy: -1.80 eV
* SMILES: CCCCO[C@@]1(P(O)(O)=S)[C@](COC)(N(C(=O)F)C(=O)F)[C@@H](/C(Br)=C(/C)Br)[C@](N=C(C)C)([PH2]=N)OS1(=O)=O.CC(C)=O
* ΔE to the lowest compared entry with this formula, charge and spin: 328.9 kcal/mol
* Kohn-Sham gap: 6.887 eV

Last column: Mulliken charge in e.
Atoms and positions in Å:
C1 -4.35066 4.23267 -1.69997  -0.98
C2 -4.00936 2.60351 -1.78677  -0.56
C3 -2.51306 2.24339 -1.19561  0.51
C4 -2.78921 1.26964 0.13986  -0.83
O1 -1.54491 0.72961 0.55478  0.70
C5 -1.27331 -0.69295 0.41347  -0.07
P1 -2.21379 -1.63848 -0.92847  1.05
O2 -1.46928 -3.12454 -1.49367  -0.61
O3 -2.50366 -0.70923 -2.41898  -0.54
S1 -4.05666 -2.19823 -0.44120  -0.33
C6 0.40916 -0.75461 0.27537  -1.23
C7 0.82191 0.13095 -1.08460  -1.87
O4 0.49910 -0.57301 -2.37028  0.11
C8 1.03971 0.16720 -3.52063  -0.61
N1 0.95218 -2.11244 0.01758  0.69
C9 2.34762 -2.24806 -0.49323  0.48
O5 2.58824 -2.65933 -1.77119  -0.45
F1 3.61958 -2.08171 0.30495  -0.24
C10 0.85868 -3.15316 1.07112  0.29
O6 0.18913 -4.29851 0.75561  -0.46
F2 1.51213 -3.18365 2.41123  -0.26
C11 1.14304 -0.03364 1.59341  0.68
C12 1.76817 1.44164 1.36874  -0.81
Br1 0.76335 3.13544 0.82158  -0.07
C13 3.24038 1.75130 1.60019  -0.07
C14 3.87370 3.28426 1.36001  -0.98
Br2 4.60531 0.42751 2.23130  -0.14
C15 0.28987 -0.07024 3.00174  0.49
N2 -0.27447 1.27232 3.37912  0.02
C16 -1.27552 1.26073 4.28651  0.56
C17 -1.35054 0.55681 5.75892  -0.85
C18 -2.62232 2.17159 3.87975  -0.96
P2 1.68651 -0.33125 4.35951  -0.02
N3 2.35702 1.08014 4.81644  -0.68
O7 -0.57306 -1.22269 3.20701  -0.32
S2 -1.85169 -1.36997 2.10956  1.64
O8 -3.16851 -0.72481 2.60616  -0.62
O9 -2.15338 -2.91865 2.07239  -0.65
H1 -5.41525 4.47489 -2.13824  0.34
H2 -4.37776 4.54873 -0.55779  0.22
H3 -3.52484 4.88430 -2.25904  0.26
H4 -4.19580 2.24715 -2.88696  0.31
H5 -4.84675 2.08197 -1.11729  0.24
H6 -2.03458 3.26377 -0.85624  0.33
H7 -1.78518 1.75765 -1.97100  -0.22
H8 -3.72420 0.58851 0.02637  0.24
H9 -3.11714 2.07184 0.96785  -0.02
H10 -2.09453 -3.55411 -2.16105  0.35
H11 -3.23647 -1.19994 -2.91942  0.35
H12 1.96153 0.37968 -1.15950  0.77
H13 0.25383 1.14177 -1.19342  0.34
H14 2.20574 0.29716 -3.41585  0.23
H15 0.84343 -0.47332 -4.50883  0.21
H16 0.46988 1.17988 -3.66340  0.22
H17 2.05564 -0.76971 1.80935  0.70
H18 3.29243 3.96853 2.11878  0.29
H19 5.01698 3.33557 1.69935  0.34
H20 3.79622 3.61883 0.24086  0.26
H21 -1.24186 -0.60746 5.73223  0.18
H22 -0.40889 0.95563 6.37512  0.25
H23 -2.29782 0.92962 6.35542  0.36
H24 -3.60664 1.53852 3.86207  0.27
H25 -2.69171 2.98947 4.74688  0.45
H26 -2.39988 2.77287 2.90020  0.07
H27 2.72793 -1.22709 3.85414  0.10
H28 1.08011 -1.04935 5.48964  0.18
H29 2.14874 1.13757 5.85121  0.25
C19 4.23626 -3.28124 -6.18391  -1.10
C20 2.79942 -2.87165 -6.00052  0.81
O10 2.28052 -2.02183 -6.72268  -0.58
C21 2.02207 -3.54181 -4.89936  -0.63
H30 4.67175 -2.71552 -7.01438  0.30
H31 4.80388 -3.06224 -5.27596  0.29
H32 4.29162 -4.34703 -6.41959  0.33
H33 2.49088 -3.33449 -3.93421  0.05
H34 1.97865 -4.61916 -5.07790  0.46
H35 1.00039 -3.14752 -4.88468  0.16

***

# 4
Formula: C4H13N3
Source: OMol25
Level of theory: wB97M-V/def2-TZVPD

* max |F|: 1.25 eV/Å
* HOMO level: -8.359 eV
* LUMO energy: 1.02 eV
* SMILES: NCCCNCN
* ΔE to the lowest compared entry with this formula, charge and spin: 28.0 kcal/mol
* Kohn-Sham gap: 9.383 eV

Last column: Mulliken charge in e.
Atoms and positions in Å:
C1 0.59694 0.56605 -0.36707  -0.40
C2 0.90333 -0.72077 -1.13688  -0.83
C3 -0.33352 -1.40457 -1.73781  -0.31
N1 -0.65618 -0.80866 -3.03862  -0.62
N2 0.11141 0.27738 0.96557  -0.20
C4 0.36340 0.68793 2.31751  -0.56
N3 -0.76659 1.30846 3.06475  -0.68
H1 -0.13711 1.18103 -0.90894  0.20
H2 1.53121 1.12618 -0.28509  0.30
H3 1.31203 -1.44613 -0.42796  0.30
H4 1.64905 -0.54231 -1.90606  0.39
H5 -1.17041 -1.28781 -1.03980  0.25
H6 -0.05215 -2.43666 -1.93450  0.33
H7 -0.81524 0.18881 -2.93407  0.21
H8 -1.51050 -1.15868 -3.45182  0.21
H9 -0.58907 -0.44144 0.95942  0.20
H10 0.60391 -0.21909 2.87291  0.33
H11 1.22048 1.36020 2.36162  0.34
H12 -1.57714 1.03482 2.51801  0.26
H13 -0.76139 2.30218 2.86695  0.27

***

# 5
Formula: C12H36K4O16P
Source: OMol25
Level of theory: wB97M-V/def2-TZVPD

* total charge: +1
* max |F|: 1.74 eV/Å
* HOMO level: -10.894 eV
* LUMO energy: -4.14 eV
* ΔE to the lowest compared entry with this formula, charge and spin: 0.0 kcal/mol
* Kohn-Sham gap: 6.751 eV

Last column: Mulliken charge in e.
Atoms and positions in Å:
K1 -1.99295 -1.71410 0.21765  1.15
K2 3.18007 2.64949 0.34487  1.06
K3 -0.14353 2.85193 -2.42164  1.05
K4 -0.41007 4.46763 0.86558  0.98
P1 0.31182 0.59011 -0.09930  -2.08
O1 -0.98008 0.44662 -0.91655  -0.05
O2 0.12456 -0.13575 1.21205  0.28
O3 0.65228 2.10863 0.09203  -0.81
O4 1.44164 -0.01949 -0.91716  0.78
C1 -3.77942 -0.93145 3.98287  -0.85
C2 -2.72018 -0.21021 3.22648  0.63
O5 -1.62446 -1.10999 2.98703  -0.59
O6 -4.49460 -1.85193 3.15969  -0.54
H1 -4.49717 -0.22538 4.40047  0.38
H2 -3.36977 -1.46685 4.84572  0.38
H3 -2.27700 0.57459 3.85525  0.06
H4 -3.14014 0.22262 2.30921  -0.14
H5 -0.93463 -0.68095 2.43717  0.18
H6 -3.88945 -2.57768 2.97563  0.31
C3 -3.93561 1.33290 -1.82989  -0.33
C4 -3.84784 2.11789 -0.54160  -0.30
O7 -2.45957 2.48611 -0.26314  -0.40
O8 -3.41860 -0.00768 -1.66736  -0.59
H7 -3.40979 1.87878 -2.63309  0.09
H8 -4.97117 1.21930 -2.16927  0.44
H9 -4.19267 1.46354 0.26356  0.06
H10 -4.39285 3.05609 -0.55080  0.39
H11 -1.89797 1.67633 -0.36904  0.23
H12 -2.46337 0.10610 -1.44076  0.48
C5 0.10027 -2.33156 -3.21751  -0.18
C6 -1.09635 -1.55374 -3.71023  -0.32
O9 -0.93397 -0.12062 -3.53441  -0.55
O10 0.19630 -2.38611 -1.81877  -0.49
H13 0.99064 -1.87964 -3.67999  0.02
H14 0.06237 -3.34371 -3.63427  0.45
H15 -1.99595 -1.83156 -3.13646  0.06
H16 -1.28989 -1.78444 -4.75698  0.47
H17 -0.74558 0.01066 -2.58053  0.14
H18 0.61279 -1.55927 -1.49679  0.00
C7 3.25509 -2.65445 0.39285  -0.23
C8 2.38510 -3.01544 1.58985  -0.35
O11 1.04486 -2.70093 1.37808  -0.41
O12 3.44503 -1.25229 0.26461  -0.50
H19 2.77147 -3.05606 -0.50790  0.12
H20 4.24388 -3.09856 0.49450  0.46
H21 2.77271 -2.51318 2.48749  0.21
H22 2.46619 -4.09405 1.75813  0.37
H23 0.98297 -1.73936 1.27321  0.24
H24 2.67153 -0.92465 -0.21894  0.28
C9 1.40987 1.46959 3.95957  -0.60
C10 0.60525 2.69317 3.56505  0.11
O13 -0.62951 2.35336 2.87444  -0.57
O14 1.99908 0.85964 2.81903  -0.42
H25 0.80561 0.76948 4.54446  0.24
H26 2.25714 1.79146 4.57405  0.40
H27 1.20221 3.32262 2.89105  -0.10
H28 0.35450 3.27527 4.45525  0.40
H29 -0.24203 1.91866 2.08530  0.02
H30 1.28554 0.45484 2.26422  0.07
C11 4.01530 0.08868 -3.54588  -0.35
C12 2.91013 1.10363 -3.67931  -0.45
O15 2.56940 1.71199 -2.41863  -0.54
O16 3.54249 -1.18349 -3.06260  -0.55
H31 4.80717 0.43330 -2.86782  0.17
H32 4.48679 -0.10208 -4.51475  0.40
H33 2.01757 0.64290 -4.11288  0.21
H34 3.21716 1.93157 -4.32169  0.39
H35 2.09233 1.01472 -1.84871  0.05
H36 2.88708 -1.03760 -2.36174  0.11

***

Results for DFT total energy: -30456.03404; -8809.26394; -233039.58917; -8828.19674; -120380.24054 (in eV, following the order of the records).